{
  "formula": "C64H185N7O43",
  "method": "wB97M-V/def2-TZVPD",
  "elements": ["C", "C", "C", "O", "C", "N", "H", "H", "H", "H", "H", "H", "H", "H", "H", "H", "H", "C", "C", "C", "O", "C", "N", "H", "H", "H", "H", "H", "H", "H", "H", "H", "H", "H", "C", "C", "C", "O", "C", "N", "H", "H", "H", "H", "H", "H", "H", "H", "H", "H", "H", "C", "C", "C", "O", "C", "N", "H", "H", "H", "H", "H", "H", "H", "H", "H", "H", "H", "C", "C", "C", "O", "C", "N", "H", "H", "H", "H", "H", "H", "H", "H", "H", "H", "H", "C", "C", "C", "O", "C", "N", "H", "H", "H", "H", "H", "H", "H", "H", "H", "H", "H", "C", "C", "C", "O", "C", "N", "H", "H", "H", "H", "H", "H", "H", "H", "H", "H", "H", "C", "C", "O", "O", "H", "H", "H", "H", "H", "H", "C", "C", "O", "O", "H", "H", "H", "H", "H", "H", "C", "C", "O", "O", "H", "H", "H", "H", "H", "H", "C", "C", "O", "O", "H", "H", "H", "H", "H", "H", "C", "C", "O", "O", "H", "H", "H", "H", "H", "H", "C", "C", "O", "O", "H", "H", "H", "H", "H", "H", "C", "C", "O", "O", "H", "H", "H", "H", "H", "H", "C", "C", "O", "O", "H", "H", "H", "H", "H", "H", "C", "C", "O", "O", "H", "H", "H", "H", "H", "H", "C", "C", "O", "O", "H", "H", "H", "H", "H", "H", "C", "C", "O", "O", "H", "H", "H", "H", "H", "H", "C", "C", "O", "O", "H", "H", "H", "H", "H", "H", "C", "C", "O", "O", "H", "H", "H", "H", "H", "H", "C", "C", "O", "O", "H", "H", "H", "H", "H", "H", "C", "C", "O", "O", "H", "H", "H", "H", "H", "H", "C", "C", "O", "O", "H", "H", "H", "H", "H", "H", "C", "C", "O", "O", "H", "H", "H", "H", "H", "H", "C", "C", "O", "O", "H", "H", "H", "H", "H", "H"],
  "xyz": [[-8.0723, 0.2091, 4.5172], [-7.4668, 1.5753, 4.6798], [-7.9440, 2.5934, 3.6493], [-7.5655, 2.2430, 2.3527], [-6.8578, 3.2751, 1.6699], [-7.6900, 2.0732, 6.0607], [-7.7543, -0.4481, 5.3303], [-7.9160, -0.2627, 3.5536], [-9.1466, 0.3078, 4.7256], [-6.4012, 1.4688, 4.3631], [-7.5128, 3.5535, 4.0062], [-9.0274, 2.7002, 3.7125], [-5.8621, 3.5040, 2.1184], [-7.4675, 4.2192, 1.7335], [-6.5903, 3.0082, 0.6424], [-7.5283, 3.1021, 6.1028], [-8.6917, 1.8873, 6.1648], [0.0296, 0.3155, 7.3308], [0.9430, 1.0019, 8.3033], [2.2847, 0.3040, 8.1951], [3.2716, 1.0613, 8.9760], [4.5378, 0.4577, 9.0412], [0.8409, 2.4418, 8.0592], [0.4649, 0.5701, 6.3574], [-1.0235, 0.6912, 7.3486], [0.0291, -0.7716, 7.4631], [0.5742, 0.8220, 9.3364], [2.6760, 0.1931, 7.2063], [2.2678, -0.7238, 8.5706], [4.8000, 0.0889, 8.0346], [4.5325, -0.3982, 9.7047], [5.1755, 1.2637, 9.3323], [1.2768, 2.6915, 7.1508], [1.4201, 2.9786, 8.7430], [-6.5275, 0.9154, -2.2523], [-6.6775, -0.4884, -1.7046], [-5.3418, -1.1754, -1.3243], [-4.4110, -1.1301, -2.3733], [-3.0117, -1.2004, -1.9510], [-7.4457, -0.2936, -0.4098], [-6.0647, 1.6155, -1.5095], [-7.4638, 1.3679, -2.4741], [-5.7749, 0.8034, -3.0815], [-7.2427, -1.1036, -2.4384], [-5.4785, -2.2205, -1.0095], [-4.9830, -0.5313, -0.4737], [-2.9088, -0.4255, -1.1232], [-2.4378, -0.9482, -2.7546], [-2.9246, -2.1436, -1.5219], [-6.9136, 0.3731, 0.1205], [-7.3449, -1.2008, 0.1395], [5.1182, 0.8838, -5.4939], [5.5731, 0.1374, -4.2259], [6.5982, 0.8665, -3.3996], [7.7321, 1.1652, -4.1972], [8.4130, 2.3821, -3.8442], [4.3696, -0.2242, -3.3784], [4.3513, 0.2787, -5.9476], [5.8740, 0.9897, -6.2900], [4.7264, 1.8616, -5.2079], [5.9778, -0.8475, -4.5209], [6.8990, 0.3008, -2.5164], [6.1675, 1.7944, -3.0856], [7.8358, 3.2800, -4.0095], [9.3122, 2.4370, -4.5214], [8.7210, 2.3255, -2.7881], [3.9314, 0.5945, -2.9228], [4.4754, -0.9488, -2.6940], [-3.9105, -0.2815, 5.1307], [-3.3368, 0.7109, 4.1259], [-2.0663, 1.2503, 4.7669], [-1.3698, 2.1135, 3.8450], [-0.2323, 2.8455, 4.3311], [-3.1181, 0.0812, 2.8506], [-4.8584, -0.6008, 4.6711], [-4.3051, 0.1072, 6.0491], [-3.2269, -1.0698, 5.4654], [-4.0246, 1.5436, 4.0189], [-1.4356, 0.4563, 5.1153], [-2.3744, 1.8529, 5.6078], [-0.4918, 3.7440, 4.8295], [0.4188, 3.0138, 3.4832], [0.4033, 2.2170, 5.0064], [-2.1613, -0.2938, 2.8958], [-3.1992, 0.7851, 2.0924], [-0.5335, 0.8649, -0.0097], [0.2306, -0.1063, 0.8753], [1.4107, -0.7853, 0.1698], [0.8447, -1.6812, -0.7605], [1.8560, -2.2191, -1.5441], [0.8760, 0.6518, 1.9953], [-0.8649, 0.2825, -0.8628], [0.1188, 1.6446, -0.3975], [-1.3540, 1.2314, 0.5743], [-0.4825, -0.8161, 1.2110], [2.0594, -1.3767, 0.8208], [1.9702, -0.0612, -0.3367], [2.3328, -1.4953, -2.2427], [1.3934, -3.0480, -2.1362], [2.7165, -2.7232, -1.0662], [1.1708, 0.0058, 2.7403], [0.2108, 1.2780, 2.3851], [-0.6103, 5.7650, 1.3866], [-0.5683, 5.9900, 2.8801], [0.8074, 6.5041, 3.2634], [0.7413, 6.8551, 4.6687], [1.8032, 7.6170, 5.2291], [-1.6609, 6.9796, 3.2244], [-1.5693, 5.5607, 0.9405], [0.0437, 4.9222, 1.1711], [-0.1442, 6.6442, 0.8970], [-0.8314, 5.1070, 3.4926], [1.0006, 7.4032, 2.6491], [1.6066, 5.8388, 3.0101], [2.7554, 7.1446, 5.1189], [1.5344, 7.7965, 6.2582], [1.7605, 8.5617, 4.7217], [-1.7017, 7.6617, 2.4392], [-1.2629, 7.5172, 3.9931], [6.8830, -0.3147, 1.7465], [5.8148, -1.4383, 1.9226], [4.9272, -1.4189, 0.7714], [6.2991, 0.9346, 1.5786], [7.6134, -0.5462, 0.9774], [7.5508, -0.3650, 2.6122], [5.2647, -1.1557, 2.7861], [6.2657, -2.4832, 1.9483], [4.3935, -0.6091, 0.8012], [6.1120, 1.2562, 2.4803], [5.4643, -3.4796, -1.8296], [6.3185, -4.6111, -2.2444], [7.0247, -5.2753, -1.1274], [6.3107, -2.3592, -1.5691], [4.8492, -3.7115, -0.9389], [4.7696, -3.3809, -2.6569], [7.0465, -4.1799, -2.9438], [5.7444, -5.4148, -2.7264], [7.4989, -4.5909, -0.5658], [5.9590, -1.8061, -0.8322], [-1.6566, 2.9786, -6.9703], [-2.8994, 2.7571, -6.0859], [-3.9395, 2.1936, -6.8819], [-0.5593, 3.5286, -6.2706], [-1.9931, 3.7494, -7.7184], [-1.4820, 2.0595, -7.5356], [-3.2479, 3.7386, -5.6985], [-2.5657, 2.0531, -5.2511], [-4.4545, 1.6151, -6.3207], [-0.3929, 2.9270, -5.5127], [-3.6375, 4.4012, 4.7319], [-4.5395, 5.1140, 5.6717], [-5.8495, 5.1319, 5.3631], [-3.6180, 5.0966, 3.5248], [-3.9170, 3.3619, 4.4826], [-2.6540, 4.2575, 5.1953], [-4.1155, 6.1195, 5.8509], [-4.5207, 4.5838, 6.6549], [-5.9979, 5.6071, 4.5249], [-2.9033, 5.8265, 3.5246], [-3.0081, 3.5600, 0.4342], [-3.5692, 2.9472, -0.8715], [-3.4486, 3.8103, -2.0046], [-3.6676, 4.8318, 0.6553], [-1.8669, 3.7300, 0.3381], [-3.1598, 2.8943, 1.3554], [-4.5395, 2.5016, -0.7054], [-2.9612, 2.0173, -1.0531], [-4.0482, 4.5177, -1.8231], [-3.5760, 5.0057, 1.6412], [-3.0098, -1.9471, -5.7342], [-3.0404, -3.3448, -5.1775], [-4.0818, -4.0520, -5.8505], [-2.0008, -1.1384, -5.1849], [-3.9528, -1.4806, -5.4442], [-2.8736, -2.0382, -6.8113], [-3.1642, -3.4357, -4.0810], [-2.1107, -3.8842, -5.3815], [-4.1853, -4.8345, -5.2841], [-1.1386, -1.4105, -5.6101], [2.6804, 3.8635, 0.5473], [3.9955, 3.3447, 0.1325], [3.9165, 1.9115, -0.0277], [2.2195, 3.5035, 1.7924], [1.9431, 3.7882, -0.2585], [2.8127, 4.9384, 0.6284], [4.7930, 3.5813, 0.8440], [4.2404, 3.8061, -0.8038], [4.6861, 1.5569, 0.4257], [1.8013, 2.6473, 1.6890], [0.5431, -1.9085, -7.9745], [-0.6448, -2.1915, -8.8690], [-1.0877, -3.5529, -8.9193], [0.3186, -1.9232, -6.5993], [0.8415, -0.8389, -8.2614], [1.3801, -2.6266, -8.1641], [-0.3096, -1.9426, -9.8593], [-1.4394, -1.4835, -8.6513], [-1.2279, -3.8604, -8.0202], [1.1434, -1.7156, -6.1317], [-0.8344, -7.0139, -7.4722], [-1.0441, -8.5438, -7.5057], [0.0561, -9.2101, -6.7755], [-0.3886, -6.5770, -6.1920], [-1.8187, -6.5685, -7.6114], [-0.1783, -6.7484, -8.2935], [-1.1137, -8.9126, -8.5121], [-1.9706, -8.9648, -7.0424], [-0.0009, -8.7659, -5.9123], [0.3351, -5.9678, -6.1883], [-0.5933, 5.9563, -2.3553], [-0.7484, 5.8873, -3.8789], [0.4802, 5.5152, -4.4832], [-0.2860, 4.7379, -1.8335], [-1.5302, 6.3958, -1.9282], [0.2631, 6.5415, -2.0940], [-1.1005, 6.8162, -4.3065], [-1.5132, 5.1145, -4.1691], [0.2821, 5.0251, -5.2896], [-0.8708, 4.0420, -2.1752], [-2.9680, -3.7211, 2.2384], [-3.5836, -2.8685, 1.1311], [-4.5816, -2.0479, 1.7079], [-2.5597, -3.0345, 3.3947], [-2.1423, -4.3666, 1.9177], [-3.7462, -4.4771, 2.5215], [-4.0414, -3.5373, 0.4158], [-2.7645, -2.3121, 0.6473], [-4.1515, -1.2571, 2.0833], [-3.3718, -2.5755, 3.6629], [3.0775, -6.9099, -1.8445], [3.6602, -7.1969, -0.4150], [2.7279, -7.1783, 0.7134], [2.5703, -5.6334, -1.9227], [2.2627, -7.5662, -2.0370], [3.9025, -7.1540, -2.5257], [4.5382, -6.5599, -0.2387], [4.0653, -8.2287, -0.4074], [2.0451, -6.5177, 0.7051], [1.8029, -5.4505, -1.3421], [2.3922, -4.4436, -4.9649], [3.3776, -3.2744, -5.1638], [2.6340, -2.1002, -5.0424], [1.5178, -4.5410, -6.0389], [1.8780, -4.2223, -3.9894], [2.9600, -5.3598, -4.9302], [3.8648, -3.3065, -6.1004], [4.0989, -3.4140, -4.3648], [3.1953, -1.4419, -4.6156], [1.2486, -3.6261, -6.3289], [-1.2032, -4.4964, -1.9308], [-0.7621, -5.5202, -3.0197], [-1.9830, -6.1092, -3.6075], [-1.8851, -5.1849, -0.8691], [-1.8000, -3.7054, -2.4005], [-0.2730, -4.0540, -1.4553], [-0.2486, -6.3217, -2.4588], [-0.1692, -5.0648, -3.7656], [-1.8655, -6.4676, -4.4929], [-2.5016, -5.8258, -1.2310], [2.6928, -4.2761, 1.9118], [1.1927, -4.3953, 1.6599], [0.8377, -5.2869, 0.5491], [3.0488, -5.1189, 3.0682], [3.0036, -3.2514, 2.2092], [3.3011, -4.5898, 1.0341], [0.8214, -3.3740, 1.4910], [0.7978, -4.7337, 2.5902], [-0.1180, -5.2848, 0.4186], [2.9139, -6.0472, 2.9110], [0.2121, 0.5723, -3.6997], [1.0114, 1.7749, -3.3512], [0.3214, 2.9629, -3.7037], [-0.2114, 0.6526, -5.0633], [-0.6841, 0.5137, -3.1063], [0.8128, -0.3070, -3.4483], [1.9773, 1.7596, -3.8654], [1.1266, 1.7741, -2.2370], [0.9412, 3.6586, -3.5378], [-1.1810, 0.4627, -5.0316], [3.6707, 3.7481, 4.8666], [3.8768, 2.3040, 4.5315], [5.2882, 2.0002, 4.1580], [4.6159, 4.0186, 5.9164], [2.6365, 3.9159, 5.3039], [3.8881, 4.4753, 4.0739], [3.3155, 2.1484, 3.6194], [3.5650, 1.7056, 5.4207], [5.7577, 2.3699, 4.8769], [4.9770, 4.9246, 5.8774], [0.9020, -2.6106, 4.8778], [2.1347, -1.7273, 4.8771], [3.0152, -2.4335, 5.7711], [0.0155, -2.1630, 3.8393], [0.3652, -2.6134, 5.8116], [1.2849, -3.6521, 4.7581], [1.8873, -0.7331, 5.2012], [2.5374, -1.7134, 3.8833], [3.1503, -3.2520, 5.3206], [-0.8144, -2.6412, 3.8088]],
  "forces_ev_per_a": [[-0.99, -0.13, 1.03], [1.29, 0.34, -0.79], [-0.17, 0.51, 1.07], [0.77, 0.08, -0.96], [0.18, 0.97, 0.75], [-0.01, 0.08, -1.03], [0.42, -0.07, -0.20], [0.06, 0.14, -0.11], [-0.14, -0.11, -0.46], [-0.13, 0.16, 1.00], [-0.07, -0.26, -0.59], [-0.34, 0.00, -0.11], [-0.57, -0.18, 0.23], [0.60, -0.72, -0.49], [-0.74, -0.20, 0.09], [-0.23, -1.05, -0.05], [0.28, 0.47, 0.58], [-0.83, 0.05, -0.52], [-0.67, -0.29, 1.03], [1.70, 0.92, 1.89], [-1.67, -0.33, -0.58], [-0.87, -0.22, -1.24], [1.57, 0.87, 0.08], [-0.39, -0.38, -0.20], [0.96, -0.24, 0.18], [0.01, 0.13, -0.12], [0.23, 0.25, -0.45], [0.12, 0.29, -1.16], [-0.41, -0.02, 0.24], [0.32, 0.10, 0.20], [0.22, -0.14, 0.44], [0.84, 0.08, 0.39], [-0.42, -0.37, 0.59], [-0.63, -0.78, -0.60], [2.65, -0.33, -0.12], [-0.64, 0.06, 1.43], [0.10, 1.33, 0.06], [0.99, 0.34, -0.73], [-4.13, 2.06, 2.61], [0.16, -2.79, -0.51], [-0.21, -0.79, -0.37], [-0.74, 0.09, -0.73], [-1.05, 0.73, 0.32], [0.12, 0.28, 0.65], [-0.21, 0.28, 0.28], [0.05, -0.83, -0.36], [0.20, -0.80, -0.82], [1.66, 0.22, -2.15], [1.03, -1.71, 0.55], [0.15, 0.40, 0.38], [-0.38, 1.50, -0.72], [0.40, -0.30, 0.38], [-0.69, -1.43, 0.34], [0.72, 0.25, -0.43], [0.30, 0.63, -0.23], [0.98, -1.32, -0.45], [-0.49, 1.29, -1.17], [-0.65, -0.02, -0.11], [0.08, 0.10, 0.77], [-0.09, 0.05, -0.23], [0.06, 0.38, 0.02], [-0.09, -0.19, 0.08], [-0.55, 0.80, 0.49], [-0.56, 0.20, -0.05], [-0.84, -0.11, 0.86], [0.10, 0.19, -0.27], [0.49, -0.60, -0.34], [0.79, -0.15, 0.30], [-1.32, -0.23, -0.46], [0.55, 0.31, 1.60], [0.02, 1.60, -0.87], [0.19, -0.04, -0.06], [0.43, -2.52, 0.06], [0.44, 0.18, -1.04], [0.47, -0.88, 0.01], [0.20, 1.01, 0.60], [-0.12, -0.16, -0.66], [-0.24, -0.07, -0.20], [0.52, -0.58, 0.00], [-0.04, 0.14, 0.67], [-0.31, 0.85, 0.56], [-0.09, 0.54, -0.29], [-0.65, 0.34, -0.19], [-0.40, 0.09, -0.64], [0.51, -0.67, 0.70], [1.08, -1.00, -0.25], [2.19, 1.45, 0.55], [-2.28, -1.02, 0.62], [0.41, -0.19, 0.00], [0.36, -1.54, -1.96], [0.33, -0.91, -0.48], [-0.40, 0.11, -0.13], [-0.08, 0.36, 0.25], [-0.56, 0.55, 0.02], [-0.51, -1.12, 0.57], [0.03, 0.23, 0.50], [1.16, 1.40, -0.74], [-0.56, -0.12, 0.26], [0.38, 0.85, 0.10], [-0.44, 0.31, 0.80], [-0.32, 0.34, -0.42], [-0.86, 0.39, 0.60], [1.35, -0.18, -0.07], [-1.21, 0.35, 0.21], [-0.62, 1.62, 0.88], [-0.02, -1.02, -0.48], [-1.53, 0.04, -0.82], [1.37, 0.57, -0.64], [-0.34, 0.23, 0.18], [0.07, -0.11, -0.28], [-0.38, -0.33, 0.05], [0.39, 0.26, -0.67], [-0.08, 0.11, 0.30], [0.48, -0.93, 0.20], [0.75, -0.35, 0.01], [0.14, -0.18, 0.38], [0.61, 0.81, -0.25], [-0.20, -0.65, 0.64], [-0.42, 0.00, 0.28], [0.69, -2.11, 0.66], [1.19, 0.20, -2.03], [0.06, -0.11, 0.35], [-0.33, 0.56, 0.35], [-0.45, 0.12, -0.86], [-0.28, 0.28, 0.49], [-0.62, -0.33, 1.06], [-0.60, 1.43, 0.23], [0.23, -0.17, 0.03], [-0.26, 0.32, -0.25], [-0.46, 0.09, 1.23], [1.45, -1.17, 1.11], [0.09, 1.60, -0.01], [-0.39, 0.44, 0.16], [0.30, -0.07, -0.30], [-0.26, 0.87, -0.18], [0.02, -0.36, -0.07], [0.16, 0.29, 0.15], [-0.95, -1.01, -1.31], [-0.09, -0.71, -0.52], [-1.65, 1.43, -0.98], [0.78, -0.29, 0.65], [0.49, 0.01, 0.04], [-0.38, -0.85, 0.22], [0.57, -0.68, 0.44], [0.51, -0.10, 0.23], [0.36, -0.62, 0.21], [-0.75, 0.95, -0.68], [-0.19, -0.12, 0.06], [0.32, 0.31, -0.21], [0.31, -1.14, -0.38], [1.93, -0.59, 2.80], [-2.73, 0.47, -1.60], [1.14, 1.10, -1.14], [-0.51, 0.51, 0.35], [0.19, 0.48, -0.03], [-0.13, -0.10, -0.11], [0.33, 0.36, -0.45], [0.20, -0.28, 0.39], [-0.93, -0.45, 0.05], [0.66, 0.47, 0.26], [1.92, -1.22, 0.72], [0.27, -1.33, 0.71], [0.58, -0.74, 1.27], [-1.72, -0.38, -0.03], [0.07, 0.57, -1.30], [-0.73, 0.61, -0.12], [-0.19, 0.95, -0.22], [-0.55, 1.00, 0.05], [-0.43, -0.26, -1.29], [-0.51, -0.04, 0.56], [0.41, -0.90, 0.24], [-0.01, -0.38, 0.76], [1.17, -0.56, -0.26], [-0.11, 0.06, -0.51], [-0.40, 0.20, -0.21], [-0.17, 0.62, -0.40], [0.44, 0.22, -0.08], [-0.33, 0.14, -0.57], [-0.80, 0.38, 0.44], [-0.13, 2.28, -0.78], [0.43, -1.52, 0.29], [0.06, 0.38, -0.08], [-0.44, -0.64, 0.99], [-0.19, -0.55, 0.06], [0.13, 0.55, -0.19], [-0.17, 0.06, 0.10], [0.28, 0.26, -0.73], [0.34, -0.25, 0.05], [-0.13, -0.90, 0.23], [1.45, 1.36, -1.30], [0.18, -0.65, 0.53], [0.26, 0.63, 0.11], [-0.96, -0.67, 0.92], [0.00, -1.37, 0.17], [-0.50, 0.59, -0.48], [0.14, -0.06, -0.57], [-0.42, -0.02, 0.29], [-0.14, -0.04, 0.17], [0.11, 0.25, 0.20], [-0.82, -0.58, 0.33], [0.61, -0.96, 2.00], [-1.10, 0.84, -0.80], [-1.30, -1.36, 0.33], [-0.07, 0.23, -0.48], [0.30, 0.28, 0.10], [0.56, -0.07, -0.59], [0.30, 1.04, -0.05], [0.35, -0.20, -0.29], [1.01, 0.89, -0.47], [-1.25, 0.93, -1.36], [-0.47, -0.98, -0.32], [0.42, 0.40, 0.32], [0.18, -2.15, 1.30], [0.55, -0.17, -0.16], [0.35, 1.01, 0.01], [-0.10, 0.58, 0.09], [0.41, 0.53, 0.57], [-0.18, -0.10, -0.18], [0.06, 0.36, -0.02], [-0.81, -2.37, -0.30], [0.92, 0.19, 1.06], [-0.09, -0.23, -0.35], [-0.46, 0.57, -0.01], [0.13, 0.50, -0.28], [0.31, 0.57, -0.01], [-0.07, -0.09, -0.30], [-0.39, 0.20, -0.03], [0.10, 0.18, 0.18], [0.34, 0.20, 0.30], [0.36, -1.12, 2.79], [-0.50, -0.73, 0.06], [1.69, -1.13, -0.67], [-0.07, 2.43, -0.70], [-0.52, -1.21, -0.22], [-0.28, 0.74, -0.25], [-0.35, 0.29, 0.07], [-0.28, 0.42, -0.07], [-0.52, 0.66, -0.81], [0.69, -0.68, -0.07], [0.93, 1.40, 0.64], [-1.05, -1.66, 1.27], [-0.36, 0.75, -0.05], [-1.10, 0.88, -1.20], [0.38, -0.54, -0.80], [0.02, -0.47, 0.32], [0.65, -0.26, -1.21], [0.32, 0.42, 0.06], [0.12, 0.80, 0.34], [-0.08, -1.26, 0.59], [1.07, -0.83, -0.48], [-2.16, -0.91, 1.24], [0.36, 0.85, 1.17], [0.39, 0.66, 0.14], [0.02, -0.15, 0.33], [-1.16, -0.33, -0.61], [0.19, 0.22, -0.55], [0.78, 0.42, -0.81], [0.83, 0.15, -0.10], [-0.08, -0.06, -0.35], [0.71, -1.60, 0.58], [0.22, 1.15, -1.11], [0.66, 0.91, 0.85], [0.19, 1.88, -0.21], [-0.39, -0.67, -0.23], [-0.42, 0.31, 0.38], [-0.28, -0.36, -0.30], [-0.68, -0.47, 0.57], [-0.29, -0.04, 0.03], [-0.07, -0.61, -0.74], [-0.39, 0.07, -0.66], [0.02, 0.51, 1.05], [-0.34, -1.59, -0.22], [-0.34, -0.01, 0.45], [-0.34, 0.09, 0.61], [0.00, -0.25, -0.40], [0.10, -0.14, 0.14], [0.49, -0.16, -0.70], [0.16, 1.31, 0.01], [1.05, -0.05, -0.43], [0.22, 1.25, 1.43], [0.89, -0.30, -0.73], [-2.57, -0.15, -0.52], [0.53, 0.53, 0.44], [0.86, -0.23, -0.85], [-0.45, -0.58, -0.30], [-0.37, -0.70, 0.03], [0.24, 0.09, -0.83], [1.20, 0.67, 1.26], [-0.51, -0.72, -0.12], [-0.69, -0.20, -1.17], [-0.67, -1.87, 0.94], [0.09, 2.02, 0.20], [1.24, 0.26, 0.04], [0.04, 0.27, 0.66], [-0.51, 0.43, -0.43], [0.33, 0.43, 0.43], [0.33, 0.27, -0.73], [0.48, -1.13, -0.27], [-0.56, -0.33, 0.15]],
  "de_lowest_kcal_mol": 0.0,
  "e_homo_ha": -0.3350,
  "fmax_ev_per_a": 5.3,
  "charge": 0,
  "lumo_energy_ha": -0.0014
}